Formula: C46H58BN10O3Ti
Source: the Open Molecules 2025 dataset
Level of theory: ωB97M-V/def2-TZVPD

CARTESIAN COORDINATES (ANGSTROEM)
Ti: -0.082 0.035 0.342
C: -0.260 3.344 -2.753
C: -0.640 2.082 -2.278
N: -0.031 1.807 -1.131
N: 0.747 2.886 -0.839
C: 0.613 3.818 -1.798
B: 1.236 3.110 0.623
N: -0.033 2.993 1.528
C: -0.571 3.943 2.304
C: -1.781 3.486 2.787
C: -1.909 2.211 2.231
N: -0.855 1.915 1.471
N: 2.242 2.019 1.043
C: 3.556 2.114 1.290
C: 4.013 0.872 1.687
C: 2.876 0.057 1.647
N: 1.815 0.759 1.262
H: -0.578 3.823 -3.663
H: -1.321 1.379 -2.739
H: 1.145 4.753 -1.724
H: 1.734 4.203 0.752
H: -0.057 4.879 2.451
H: -2.469 3.995 3.442
H: -2.713 1.506 2.364
H: 4.071 3.054 1.168
H: 5.019 0.593 1.952
H: 2.769 -0.985 1.908
C: -2.417 -4.085 -3.370
C: -1.107 -4.068 -2.573
C: -0.709 -5.492 -2.182
C: -0.030 -3.326 -3.342
C: 0.855 -4.000 -4.179
C: 1.827 -3.317 -4.898
C: 1.905 -1.938 -4.782
C: 1.038 -1.229 -3.952
C: 1.092 0.292 -3.866
C: 2.502 0.867 -4.005
C: 0.164 0.920 -4.911
C: 0.064 -1.928 -3.220
N: -0.743 -1.282 -2.278
C: -1.917 -0.783 -2.558
O: -2.516 -0.559 -3.643
C: -2.690 -0.517 -1.265
C: -4.080 -0.493 -1.278
C: -4.769 -0.577 -0.078
C: -4.037 -0.739 1.095
C: -2.663 -0.688 1.022
N: -2.008 -0.511 -0.137
C: -1.828 -1.024 2.258
O: -2.386 -1.248 3.330
N: -0.515 -1.120 2.007
C: 0.266 -1.714 3.044
C: 0.774 -0.944 4.089
C: 1.643 -1.539 5.001
C: 1.985 -2.878 4.899
C: 1.406 -3.651 3.904
C: 0.528 -3.090 2.978
C: -0.186 -3.979 1.971
C: 0.683 -5.123 1.439
C: -1.448 -4.571 2.617
C: 0.312 0.489 4.316
C: -0.839 0.499 5.328
C: 1.420 1.436 4.781
H: -3.231 -4.510 -2.771
H: -2.296 -4.697 -4.272
H: -2.703 -3.078 -3.682
H: -1.280 -3.496 -1.659
H: -0.673 -6.154 -3.052
H: -1.442 -5.908 -1.484
H: 0.273 -5.514 -1.698
H: 0.786 -5.077 -4.276
H: 2.510 -3.855 -5.545
H: 2.651 -1.399 -5.356
H: 0.722 0.554 -2.866
H: 2.890 0.745 -5.021
H: 3.195 0.393 -3.305
H: 2.482 1.938 -3.788
H: 0.515 0.672 -5.919
H: 0.155 2.013 -4.809
H: -0.855 0.548 -4.798
H: -4.564 -0.452 -2.241
H: -5.852 -0.582 -0.062
H: -4.487 -0.910 2.064
H: 2.042 -0.946 5.816
H: 2.677 -3.324 5.605
H: 1.636 -4.708 3.851
H: -0.492 -3.353 1.133
H: 0.858 -5.876 2.212
H: 1.650 -4.776 1.084
H: 0.173 -5.619 0.607
H: -1.162 -5.231 3.443
H: -2.011 -5.157 1.885
H: -2.098 -3.788 3.016
H: -0.070 0.859 3.364
H: -0.484 0.151 6.304
H: -1.648 -0.157 5.002
H: -1.233 1.514 5.442
H: 1.687 1.256 5.827
H: 1.074 2.470 4.704
H: 2.323 1.335 4.177
O: 1.093 -0.926 -0.642
C: 1.939 -1.667 -1.303
C: 1.958 -3.141 -1.201
C: 3.305 -3.668 -0.685
C: 4.534 -3.152 -1.445
C: 4.916 -1.707 -1.091
C: 4.081 -0.619 -1.802
N: 2.761 -1.054 -2.260
H: 1.767 -3.563 -2.206
H: 1.149 -3.458 -0.548
H: 3.290 -4.761 -0.747
H: 3.410 -3.408 0.374
H: 4.371 -3.251 -2.524
H: 5.379 -3.799 -1.198
H: 5.971 -1.540 -1.329
H: 4.814 -1.591 -0.006
H: 4.612 -0.255 -2.685
H: 3.948 0.230 -1.130
H: 2.848 -1.672 -3.059

Forces on atoms 1 to 3 (eV/Å):
Ti 1.782 0.844 -0.381
C -0.018 0.116 0.205
C -0.292 0.239 0.220

## Properties
Multiplicity: 3
Total charge: -1
Electronic energy, eV: -93485.727
ΔE to the lowest compared entry with this formula, charge and spin, kcal/mol: 50.24